Entry 1:
DFT (ωB97M-V with the def2-TZVPD basis set) results for a structure of composition C3H7NOTl in a non-equilibrium geometry.

Values from the calculation:
* charge: +3
* spin multiplicity: 1
* relative energy (zero: lowest compared OMol25 entry of this formula, charge and spin): 11.9 kcal/mol
* HOMO level: -0.9087 Eh
* Kohn-Sham gap: 0.1555 hartree

Structure (XYZ):
```
13
Properties=species:S:1:pos:R:3:forces:R:3
Tl -23.283819 -7.372956 3.178589 -0.3 -0.5 0.6
C -19.813880 -5.382286 0.542020 0.7 0.1 0.7
C -21.217668 -4.893526 0.539109 1.5 -2.9 1.8
O -21.992164 -5.144686 1.460110 0.0 1.4 -1.8
N -21.685069 -4.333437 -0.658970 -2.8 1.3 -0.9
C -23.025051 -4.074696 -1.029543 1.9 -2.4 -0.4
H -19.346757 -5.546098 -0.448588 -0.4 0.4 -0.3
H -19.741607 -6.348375 1.051050 -0.3 0.1 0.1
H -19.159493 -4.709193 1.117894 0.0 0.1 -0.1
H -20.945537 -3.961645 -1.290422 0.1 0.2 0.1
H -23.706719 -4.857790 -0.656253 -0.1 0.3 0.9
H -22.951002 -4.166523 -2.136202 -0.3 1.2 -0.4
H -23.422357 -3.071274 -0.708320 -0.2 0.7 -0.3
```
Forces are in eV/Å.

These are the natural (NBO) partial charges, in e, on atoms 1 to 5:
1. Tl 1.06
2. C -0.75
3. C 0.64
4. O -0.18
5. N -0.02

***

Entry 2:
DFT (ωB97M-V with the def2-TZVPD basis set) results for a cluster of 3 separate species, C16H38Cl2NO2P2 in total in a non-equilibrium geometry.

Values from the calculation:
* charge: +1
* spin multiplicity: 1
* HOMO level: -0.4646 Eh
* Kohn-Sham gap: 0.3010 hartree

Structure (XYZ):
```
61
Properties=species:S:1:pos:R:3:forces:R:3
C 2.917654 -3.682410 2.157193 0.0 0.1 -0.3
N 1.584894 -3.019690 2.102424 0.3 0.6 0.3
C 1.718302 -1.954519 1.047136 -0.9 -0.2 0.2
C 0.598048 -3.973998 1.718190 0.2 1.6 1.4
O 0.774668 -4.714555 0.839492 0.2 -2.5 -2.6
C -0.726428 -4.133175 2.493404 -0.1 0.5 0.6
P -1.915900 -2.739471 2.412108 0.5 0.1 -1.2
Cl -1.432314 -1.291465 1.094012 -0.1 -0.4 0.8
P -3.947898 -3.540465 1.853613 -1.7 -0.8 0.7
O -4.777055 -2.281738 1.227540 1.1 -0.4 0.2
Cl -3.682593 -4.782596 0.268154 0.4 0.9 0.3
H 2.926306 -4.536848 2.831611 0.0 0.1 0.1
H 3.226263 -3.990377 1.151754 -0.1 -0.3 0.1
H 3.640114 -2.926851 2.459199 -0.1 -0.1 0.4
H 1.120446 -2.263055 0.186472 0.2 0.3 -0.2
H 2.749093 -1.846105 0.724168 0.0 -0.1 0.1
H 1.359354 -0.993963 1.415228 0.1 0.0 0.0
H -1.243952 -5.009844 2.096946 0.0 0.1 -0.2
H -0.509278 -4.351572 3.545482 0.0 0.3 0.0
H -2.089361 -2.201597 3.707285 0.1 0.2 -0.4
H -5.169356 -1.770511 1.957443 -0.2 0.0 -0.3
C -2.886687 4.842945 2.062365 0.1 -0.1 -0.1
C -3.358009 4.319546 0.708956 -0.1 0.1 0.1
C -4.839548 3.944630 0.685794 0.0 -0.1 -0.1
C -5.238109 2.815670 1.636522 0.0 0.0 0.1
C -4.488651 1.501501 1.427245 -0.1 -0.1 -0.2
C -4.720802 0.874538 0.053636 0.1 0.0 0.1
H -2.983856 4.087991 2.845159 0.0 0.0 0.0
H -1.835214 5.129966 2.013286 0.0 0.0 0.1
H -3.459665 5.722521 2.360943 0.0 0.0 0.0
H -2.742788 3.464936 0.410522 0.0 0.0 0.0
H -3.188021 5.094613 -0.042207 0.0 -0.1 0.0
H -5.118413 3.676119 -0.337204 0.0 0.0 0.0
H -5.433024 4.829142 0.933857 0.0 0.0 0.0
H -6.311419 2.632334 1.526310 0.0 0.0 0.0
H -5.095582 3.139383 2.671274 0.0 0.0 0.0
H -4.818666 0.789652 2.195495 0.0 0.0 0.1
H -3.414934 1.646789 1.584517 0.0 0.0 0.0
H -5.783115 0.681418 -0.109561 0.0 0.0 -0.1
H -4.190206 -0.076802 -0.018946 0.0 0.0 -0.1
H -4.360468 1.515647 -0.750992 0.0 0.0 0.0
C 6.597178 1.111000 -3.461813 0.0 -0.1 -0.1
C 5.172955 1.147265 -4.007124 0.1 0.1 0.1
C 4.119839 1.422707 -2.934610 -0.1 0.0 -0.1
C 4.027483 0.368275 -1.831145 0.1 0.0 0.1
C 3.743131 -1.053610 -2.314205 -0.1 0.1 0.0
C 2.399254 -1.194122 -3.022466 0.1 -0.2 0.0
H 6.733942 0.304284 -2.739421 0.0 0.0 0.0
H 7.309504 0.948762 -4.271760 0.0 0.0 0.0
H 6.852558 2.054701 -2.975638 0.0 0.0 0.0
H 4.953875 0.209604 -4.525556 0.0 0.0 0.0
H 5.109087 1.935277 -4.761692 0.0 0.0 0.0
H 3.144596 1.531172 -3.418586 0.0 0.0 0.0
H 4.331562 2.390887 -2.470331 0.0 0.0 0.0
H 3.239156 0.668879 -1.130713 0.0 0.0 0.0
H 4.955281 0.361985 -1.251761 0.0 0.0 0.0
H 3.752551 -1.722948 -1.447977 0.1 0.0 0.0
H 4.542154 -1.399133 -2.974595 0.0 0.0 0.0
H 1.578887 -0.891169 -2.365262 0.0 0.1 0.0
H 2.228888 -2.232573 -3.312919 0.0 0.0 0.0
H 2.354291 -0.588978 -3.928252 0.0 0.0 0.0
```
Forces are in eV/Å.

These are the natural (NBO) partial charges, in e, on atoms 1 to 5:
1. C -0.41
2. N -0.54
3. C -0.42
4. C 0.73
5. O -0.48

***

Entry 3:
DFT (ωB97M-V with the def2-TZVPD basis set) results for a cluster of 3 separate species, C21H43BrClNO9 in total in a non-equilibrium geometry.

Values from the calculation:
* SMILES: CC[C@@H](Br)[C@]1(Cl)OC(=O)O[C@H]1CCCN.COCCOCCOC.COCCOCCOC
* spin multiplicity: 1
* HOMO level: -0.3308 Eh
* Kohn-Sham gap: 0.3366 hartree

Structure (XYZ):
```
76
Properties=species:S:1:pos:R:3:forces:R:3
C -0.667189 0.740075 -3.346100 0.3 0.2 -0.3
C 0.548753 -0.323862 -3.421120 -0.5 0.7 0.0
C 0.232306 -1.531940 -2.442676 1.2 1.9 0.7
Br -1.286116 -2.565860 -3.189210 0.8 0.3 0.5
C 1.485547 -2.407911 -2.035784 0.0 -0.3 -0.3
Cl 0.872135 -3.529214 -0.678360 -0.1 0.3 -1.0
O 2.603529 -1.747681 -1.347221 0.8 -2.3 -0.3
C 3.547582 -2.864275 -1.256281 2.5 -1.9 1.2
O 4.498172 -3.047836 -0.481847 -4.1 1.8 -2.8
O 3.249425 -3.870329 -2.231211 -0.2 2.8 0.9
C 2.340994 -3.157469 -3.133020 -0.3 -0.8 -0.9
C 1.634490 -4.056720 -4.226121 1.0 -0.9 0.4
C 1.012481 -5.415655 -3.689800 -0.6 -0.6 -1.1
C -0.074290 -5.959719 -4.763713 0.1 -0.6 0.3
N -1.339455 -6.439003 -4.104771 0.8 0.6 -0.4
H -0.259728 1.794144 -3.198948 -0.5 -1.4 -0.3
H -1.355564 0.544406 -2.471378 0.7 0.1 -1.0
H -1.274789 0.737935 -4.301117 0.6 0.0 1.2
H 0.713932 -0.675769 -4.491554 -0.3 0.3 1.4
H 1.470875 0.262021 -3.110089 -0.9 -1.2 -0.1
H -0.156784 -1.066725 -1.476072 0.5 -0.8 -1.3
H 3.085991 -2.514581 -3.716113 -1.7 0.1 0.9
H 2.451460 -4.347299 -4.972316 -1.0 0.5 1.0
H 0.888273 -3.450255 -4.837766 0.9 -0.6 1.2
H 1.778296 -6.259135 -3.608662 -0.7 1.5 0.0
H 0.507095 -5.345352 -2.683787 0.6 0.3 -1.2
H -0.327681 -5.186333 -5.550392 0.3 -0.8 1.0
H 0.341391 -6.873970 -5.308749 -0.3 1.4 0.6
H -2.034417 -5.686074 -4.087349 0.5 -0.4 0.4
H -1.079205 -6.714353 -3.152721 -0.6 0.2 -0.4
C 2.037010 -1.600676 6.603112 -0.1 0.2 -0.2
O 2.172148 -0.585307 5.628493 0.2 -0.3 0.0
C 3.261723 0.288721 5.901057 -0.4 0.1 -0.4
C 3.844731 0.840361 4.606980 0.3 -0.1 0.1
O 4.671940 -0.092844 3.912093 -0.3 0.0 0.0
C 3.999481 -1.167524 3.253318 0.2 0.1 -0.2
C 3.226689 -0.734806 2.015131 -0.3 -0.3 0.4
O 1.992519 -0.128876 2.389460 0.1 0.4 -0.1
C 1.528351 0.779283 1.412630 0.0 -0.2 0.3
H 1.782450 -1.168960 7.576027 0.1 -0.1 0.1
H 1.234047 -2.268060 6.288001 0.0 0.1 0.0
H 2.959179 -2.186995 6.679141 0.0 0.0 0.1
H 4.047661 -0.232724 6.458926 0.0 0.0 0.0
H 2.877135 1.115105 6.510437 0.2 0.1 0.1
H 4.506114 1.671766 4.866748 0.1 -0.1 0.0
H 3.072491 1.245949 3.953335 -0.2 -0.2 0.1
H 3.371675 -1.724480 3.949814 -0.2 0.1 -0.1
H 4.792609 -1.847287 2.930112 0.0 0.1 0.0
H 2.992597 -1.609464 1.400296 0.2 0.0 -0.1
H 3.839646 -0.039301 1.430478 0.0 0.0 0.0
H 2.273064 1.561966 1.231077 0.0 0.0 -0.2
H 0.622813 1.253567 1.793028 0.0 -0.1 0.0
H 1.293862 0.253825 0.481095 0.0 0.1 -0.2
C -5.156297 6.988801 0.773184 0.1 -0.3 0.1
O -5.024167 5.581143 0.805070 0.2 0.2 -0.3
C -5.763993 4.941780 -0.228766 0.2 -0.2 0.4
C -5.085741 3.645812 -0.651430 -0.1 0.1 -0.3
O -3.946593 3.846850 -1.489546 0.0 0.0 0.3
C -2.774709 4.355221 -0.852582 0.1 -0.2 -0.2
C -2.088704 3.343891 0.056229 -0.3 0.4 0.3
O -2.774815 3.242448 1.298126 -0.1 -0.3 -0.2
C -2.580800 1.985298 1.916470 -0.1 0.3 0.0
H -6.190173 7.283061 0.977995 0.0 0.1 -0.1
H -4.507209 7.407513 1.543041 -0.1 -0.1 0.0
H -4.835680 7.384092 -0.196879 -0.1 0.1 0.0
H -5.862726 5.599738 -1.099535 0.0 0.0 0.0
H -6.761498 4.719799 0.168091 -0.1 -0.1 -0.2
H -5.795524 3.081542 -1.262706 0.0 0.1 -0.1
H -4.839710 3.017450 0.204381 0.0 0.2 0.2
H -2.982992 5.291688 -0.333997 0.0 -0.1 0.2
H -2.085319 4.592373 -1.668214 -0.1 -0.1 0.0
H -1.065874 3.675553 0.269242 0.2 0.0 -0.2
H -2.054897 2.370508 -0.447432 0.0 0.0 0.0
H -2.913094 1.177031 1.255803 0.1 -0.1 0.0
H -3.187374 1.955346 2.822185 0.1 0.1 0.0
H -1.529561 1.848569 2.184730 0.0 -0.2 0.0
```
Forces are in eV/Å.

These are the Löwdin partial charges, in e, on atoms 1 to 5:
1. C -0.13
2. C -0.26
3. C -0.65
4. Br 0.74
5. C -0.63

***

Entry 4:
DFT (ωB97M-V with the def2-TZVPD basis set) results for a structure of composition C30H36N4O3ReS4 in a non-equilibrium geometry.

Values from the calculation:
* charge: +2
* spin multiplicity: 2
* ⟨S²⟩: 0.7674
* HOMO level (spin up / spin down): -0.4739 / -0.4797 Eh
* Kohn-Sham gap (spin up / spin down): 0.2135 / 0.2332 hartree

Structure (XYZ):
```
78
Properties=species:S:1:pos:R:3:forces:R:3
Re 0.399703 -0.157076 0.523278 0.2 1.0 0.0
S -0.283537 -0.287285 2.754206 0.2 -0.5 -0.2
C -1.904737 -1.010530 2.710971 0.0 0.2 0.1
C -2.536653 -1.297808 3.920518 0.0 0.0 0.1
C -3.798270 -1.869016 3.935781 0.0 0.0 0.0
C -4.451316 -2.176538 2.746073 0.0 0.0 0.0
C -3.847638 -1.871364 1.537758 0.0 0.1 0.0
C -2.583475 -1.289997 1.533917 -0.1 0.1 0.0
S -1.858475 -0.830325 -0.027144 0.1 -0.1 0.1
C -1.437409 -2.490242 -0.632684 0.1 0.1 -0.1
C -0.297116 -3.100736 0.125949 0.0 0.2 0.0
C -0.242493 -4.452838 0.369536 0.0 -0.1 0.0
C 0.881979 -4.985175 0.985562 0.0 0.0 0.0
C 1.931536 -4.145753 1.305150 0.1 -0.1 0.0
C 1.819206 -2.789335 1.056438 -0.1 0.1 -0.1
C 2.953606 -1.879728 1.441657 -0.1 0.0 0.2
S 2.780939 -0.153618 0.910364 -0.3 -0.1 0.0
C 3.493831 -0.228317 -0.720628 0.1 0.0 0.0
C 4.879280 -0.232280 -0.833706 0.0 0.0 0.0
C 5.460143 -0.250954 -2.091575 0.0 0.0 0.0
C 4.653722 -0.264225 -3.223673 0.0 0.0 0.0
C 3.272499 -0.257554 -3.101411 0.0 0.0 0.0
C 2.679451 -0.215835 -1.841713 -0.1 0.2 -0.1
S 0.915604 -0.090824 -1.715701 0.0 -0.4 0.2
N 0.703113 -2.271479 0.509317 0.0 -0.3 0.2
H -2.024727 -1.073086 4.848117 0.0 0.0 0.0
H -4.282169 -2.068999 4.882888 0.0 0.0 0.0
H -5.426265 -2.644104 2.761072 0.0 0.0 0.0
H -4.361301 -2.067966 0.602797 0.0 0.0 0.0
H -1.159398 -2.356866 -1.681430 0.0 0.0 0.0
H -2.327914 -3.111007 -0.576775 0.0 0.0 0.0
H -1.069059 -5.084524 0.074395 0.0 0.0 0.0
H 0.938142 -6.042922 1.206576 0.0 0.0 0.0
H 2.838427 -4.528613 1.754135 0.0 0.0 0.0
H 3.890045 -2.251916 1.028248 0.0 0.0 0.0
H 3.053387 -1.852737 2.528855 0.0 0.0 0.0
H 5.498631 -0.207651 0.055394 0.0 0.0 0.0
H 6.537409 -0.250304 -2.186095 0.0 0.0 0.0
H 5.103256 -0.265781 -4.207623 0.0 0.0 0.0
H 2.641119 -0.282669 -3.980647 0.0 0.1 0.0
O 1.749723 2.357027 2.482601 0.1 -0.2 0.1
C 0.987789 2.646193 1.603944 -0.3 0.1 -0.2
O 0.407174 1.841696 0.736418 0.1 -0.4 -0.1
C 0.619454 4.095981 1.325250 -0.2 0.0 -0.3
N -0.602366 4.186668 0.416018 0.6 0.2 0.4
C -0.338261 5.243093 -0.633963 0.0 0.1 0.0
C 0.940239 5.929706 -0.173716 0.1 0.0 0.1
C 1.707875 4.808345 0.519786 -0.1 0.1 0.0
H 0.409470 4.607323 2.261616 0.0 0.0 0.0
H -1.438845 4.395543 0.954610 0.0 0.0 0.0
H -0.758222 3.248007 -0.023593 -0.3 0.1 -0.2
H -1.189345 5.914068 -0.705280 -0.1 -0.1 0.0
H -0.209052 4.729706 -1.584148 0.0 -0.1 0.0
H 0.711264 6.720653 0.542318 0.0 0.0 0.0
H 1.487761 6.368849 -1.004180 0.0 0.0 0.0
H 2.511427 5.159757 1.161423 0.0 0.0 0.0
H 2.125126 4.117479 -0.217576 0.0 0.0 0.0
C -1.904201 2.161036 -3.670270 0.0 0.1 0.0
N -3.026012 2.228147 -2.745451 0.0 0.0 -0.1
C -4.351283 2.457792 -3.317152 0.1 0.0 0.0
C -5.400204 1.747704 -2.490734 0.0 0.0 0.0
C -5.281819 2.226262 -1.060000 0.1 0.0 0.0
N -3.900479 2.119362 -0.590296 0.0 0.0 0.0
C -3.724116 2.136829 0.850847 0.0 0.1 0.0
C -2.813108 2.180956 -1.412615 -0.1 0.0 0.1
O -1.655224 2.156054 -0.935196 -0.2 -0.1 -0.3
H -2.081778 1.372142 -4.402461 0.0 0.0 0.0
H -0.994569 1.944318 -3.119761 0.0 0.0 0.0
H -1.783130 3.105820 -4.206113 0.0 0.0 0.0
H -4.337843 2.092662 -4.342697 0.0 0.0 0.0
H -4.564344 3.530968 -3.353441 0.0 0.0 0.0
H -5.246802 0.667894 -2.545484 0.0 0.0 0.0
H -6.395990 1.972096 -2.871177 0.0 0.0 0.0
H -5.907218 1.630693 -0.394517 0.0 0.0 0.0
H -5.620438 3.265022 -0.982946 0.0 0.0 0.0
H -4.313335 1.338470 1.306058 0.0 0.0 0.0
H -4.062880 3.086339 1.279964 0.0 0.0 0.0
H -2.676304 1.983796 1.097162 0.0 0.0 0.0
```
Forces are in eV/Å.

These are the Löwdin partial charges, in e, on atoms 1 to 5:
1. Re 0.80
2. S 0.71
3. C -0.61
4. C -0.09
5. C -0.04

***

Which of these has the highest spin multiplicity?
C30H36N4O3ReS4

***

Which of these has the highest spin multiplicity?
C30H36N4O3ReS4

***

spin multiplicity of number 4 (C30H36N4O3ReS4)?
2